The following is a DFT calculation (ωB97M-V with the def2-TZVPD basis set) of a structure of composition C20H41N2OP3Ru.

Properties
* relative energy (zero: lowest compared OMol25 entry of this formula, charge and spin): 46.3 kcal per mole
* LUMO level (spin up / spin down): -8.480 / -14.084 eV
* Kohn-Sham gap (spin up / spin down): 6.777 / 3.354 eV
* HOMO energy (spin up / spin down): -0.5607 / -0.6408 Eh
* expectation value of S²: 8.803
* spin multiplicity: 6
* charge: +3

```
68
Properties=species:S:1:pos:R:3:forces:R:3
Ru -0.271481 -0.732281 -1.455502 0.3 -0.6 -0.4
P -2.467434 -0.198874 -1.586479 -1.8 1.1 0.1
P 0.209227 -2.833575 -2.209089 0.5 -2.0 -0.5
P 1.869542 -0.344286 -0.533934 1.9 0.8 0.9
O 0.967794 1.079029 -2.894178 -0.4 0.6 -1.1
N -0.780506 -0.840789 0.779988 0.7 1.1 0.7
N -1.005422 -1.972893 1.443086 -0.5 -0.5 0.5
C 0.017181 4.202805 -0.641383 -1.1 0.9 1.6
C -3.590232 -1.355211 -0.735753 -0.2 -0.1 0.0
C 0.976178 -4.001462 -1.014955 -0.1 -0.4 0.1
C 0.778906 4.162137 -1.748872 1.3 -0.7 -2.1
C -3.109725 -0.142797 -3.282981 0.3 0.0 -0.2
C -2.762190 1.445553 -0.901168 -0.5 0.4 0.3
C -0.525107 2.399592 -4.123859 -0.3 0.3 -1.0
C 3.327159 -0.330261 -1.635997 -0.3 0.4 -0.4
C -0.778604 0.139762 1.718788 -0.2 -1.3 -0.5
C -0.722919 2.008421 -6.494930 -0.2 0.3 -0.7
C -1.150082 -3.845076 -2.933158 -0.3 0.4 -0.1
C 1.397132 -2.663006 -3.582790 0.2 -0.2 -0.4
C 0.762724 0.592605 -5.215489 -0.3 0.9 0.1
C -1.067441 2.710320 -5.351521 -0.5 1.2 1.8
C 0.447771 1.360456 -4.022911 0.4 -0.6 0.8
C 0.169126 0.956063 -6.399908 1.1 -1.8 -0.4
C 2.543570 -1.317673 0.859483 -0.2 0.0 0.2
C -1.083660 -0.414590 2.959455 0.2 0.1 0.0
C -1.233487 -1.774958 2.763183 0.5 0.8 -1.0
C 1.984461 1.348847 0.142293 0.2 0.4 0.0
H 2.118850 -3.500043 -3.593351 -0.3 0.3 0.0
H 1.475475 2.096530 -0.482601 0.2 -0.6 0.1
H 1.950706 -1.720066 -3.509297 -0.1 -0.3 0.0
H 3.637248 -1.192397 0.855604 -0.4 -0.1 0.1
H -1.117042 2.326367 -7.457047 0.0 -0.2 0.1
H 1.746994 3.649367 -1.796653 -0.3 0.4 0.2
H -0.864232 -4.868644 -3.219794 0.2 0.4 0.1
H -0.952861 4.712141 -0.672645 0.2 -0.3 0.1
H -2.523036 0.580226 -3.875216 -0.3 -0.4 0.2
H -1.552808 -3.324760 -3.825837 0.1 -0.3 0.5
H -3.645588 -1.112502 0.335817 -0.1 -0.1 -0.3
H 3.051027 1.601507 0.196455 -0.2 0.1 0.2
H 0.397809 3.908337 0.337631 -0.1 -0.1 -0.3
H -4.588938 -1.305568 -1.197576 0.3 0.0 0.4
H -1.323414 -1.808927 -1.117096 0.2 -0.7 -0.4
H 0.883639 -5.045950 -1.376393 0.1 0.6 0.1
H 1.504859 -0.171481 -5.086659 0.1 -0.3 -0.3
H -2.522309 1.431197 0.175264 -0.2 0.0 -0.4
H -1.756453 3.559405 -5.398274 0.2 -0.3 -0.2
H -3.027244 -1.146638 -3.727370 -0.1 0.4 0.0
H -0.746391 2.908433 -3.195530 -0.2 0.1 -0.1
H 0.452816 -3.949717 -0.047201 0.3 0.0 -0.3
H 2.044908 -3.804633 -0.839056 -0.4 0.1 -0.1
H -2.112372 2.182460 -1.398641 -0.3 -0.3 0.1
H 4.130254 0.199103 -1.098904 -0.2 -0.3 -0.3
H -4.161823 0.177332 -3.248845 0.3 -0.2 -0.1
H -1.448500 -2.582729 3.417732 -0.1 -0.4 0.4
H 3.643271 -1.340142 -1.883923 0.1 0.0 0.0
H 0.427183 0.368171 -7.287957 -0.1 0.4 0.2
H -0.504086 1.152792 1.470236 -0.3 -0.1 -0.1
H -3.815644 1.732948 -1.034059 0.2 0.1 0.1
H 3.060838 0.225407 -2.549443 0.4 -0.3 0.3
H 2.298820 -2.380627 0.779572 0.1 0.2 0.0
H -1.006501 -2.850782 0.939195 -0.1 0.2 0.2
H -3.212240 -2.391129 -0.842642 -0.3 0.5 0.0
H 0.838226 -2.670993 -4.536822 0.3 0.0 0.4
H 1.549758 1.379683 1.140654 0.2 0.0 0.0
H 0.441719 4.613743 -2.681514 0.1 0.1 0.3
H -1.945463 -3.926665 -2.180313 0.1 0.0 -0.2
H 2.144657 -0.929268 1.804684 0.1 -0.2 -0.2
H -1.133192 0.135556 3.869297 -0.1 0.1 0.5
```
Forces are in eV/Å.

---

The following is a DFT calculation (ωB97M-V with the def2-TZVPD basis set) of a structure of composition C28H48N6O3S3SiSr.

Properties
* LUMO level: -0.174 eV
* Kohn-Sham gap: 6.658 eV
* HOMO energy: -0.2511 Eh
* spin multiplicity: 1

```
90
Properties=species:S:1:pos:R:3:forces:R:3
Sr -1.135868 -1.675658 -0.775082 -0.7 -1.5 -2.3
S 0.589211 0.031362 0.136894 1.0 0.7 0.5
S -3.057998 0.666497 -0.384624 -0.1 -0.2 0.2
S 0.257303 -4.395008 -0.801431 0.3 0.2 0.2
Si 1.558378 1.564759 1.151825 0.4 0.3 0.2
O 2.612653 0.944869 2.268560 -0.1 0.1 -0.3
O 2.426643 2.537962 0.148545 -0.3 -0.2 0.2
O 0.550613 2.554200 1.989621 -0.1 -0.1 -0.2
N -5.867210 -0.729866 1.931133 0.0 0.0 -0.1
N 2.579284 -3.100364 -1.129026 -0.2 0.2 -0.2
N -3.833390 -1.296752 1.363080 -0.1 0.1 0.2
N 1.779041 -3.122206 1.000791 0.0 0.2 -0.1
N -2.556820 -1.900483 1.422224 0.1 1.0 0.1
N -5.360478 0.098524 0.972049 -0.1 -0.1 -0.1
C -4.911848 -1.567656 2.171255 0.0 -0.1 -0.1
C -4.100968 -0.187108 0.599577 -0.1 0.1 0.4
C 4.038319 0.833597 2.269709 0.1 0.0 0.0
C -4.741576 -0.235541 -4.268745 0.0 0.0 0.1
C 4.381594 -0.078978 3.440910 -0.1 0.0 0.0
C -1.694165 -2.504821 -6.086141 0.0 0.0 0.0
C 0.715946 -3.067132 1.988657 0.3 -0.1 0.0
C -2.807561 -1.718154 -4.056297 -0.1 0.0 0.0
C -3.564317 -0.902895 -6.249281 0.0 0.0 0.0
C -0.245941 2.399856 3.161709 0.1 0.0 0.1
C 1.598503 -3.483733 -0.293058 -0.1 -0.3 0.3
C -3.884779 -0.976247 -3.502498 0.0 0.0 0.0
C -1.436042 3.338324 2.994619 0.0 0.0 0.0
C -0.734638 0.959927 3.311614 -0.1 0.0 -0.1
C -0.916334 -3.306600 -5.306772 0.0 0.0 -0.1
C 2.478737 -3.275895 -2.573726 0.1 -0.1 0.1
C 4.532224 0.217161 0.962492 -0.1 0.0 0.0
C 0.611453 2.804218 4.358586 -0.1 -0.1 0.0
C -1.936268 -2.487586 -3.200261 0.1 0.2 -0.1
C 4.651396 2.216189 2.476746 0.0 0.0 0.0
C -4.569634 -0.183638 -5.666588 0.1 0.0 -0.1
C 2.053996 3.212446 -1.069584 0.1 0.0 -0.1
C -4.945833 -2.677797 3.152772 0.0 0.0 0.0
C -2.682496 -1.695746 -5.474464 0.0 0.0 0.1
C 2.740382 4.570840 -1.008578 0.0 0.0 0.1
C -1.040651 -3.286747 -3.894943 -0.1 0.1 0.1
C 2.601681 2.380863 -2.223907 0.0 0.1 0.0
C 0.538484 3.393459 -1.202534 0.0 0.0 0.0
H 2.473045 -2.398203 1.134309 0.0 0.0 0.1
H -1.897564 3.165944 2.021384 0.0 0.0 0.0
H 3.116168 -2.298359 -0.831132 0.1 -0.1 0.0
H 4.052076 0.376248 4.375704 0.0 0.0 0.0
H 4.409440 2.860721 1.633200 0.0 0.0 0.0
H -5.926589 0.831865 0.581486 0.0 0.0 0.0
H 5.608718 0.042871 0.998713 0.0 0.0 0.0
H 2.159687 1.383972 -2.200036 0.0 0.0 0.0
H 0.233165 -2.081733 1.943817 -0.1 -0.1 0.1
H 0.084861 3.525486 -0.220485 0.0 0.1 0.0
H -1.586565 -2.486402 -7.165053 0.0 0.0 0.0
H 3.808934 4.440366 -0.831560 0.0 0.0 0.0
H 0.072440 2.536975 -1.689363 0.0 0.0 0.1
H 1.167684 -3.184045 2.972986 -0.1 0.0 0.0
H 5.736947 2.150976 2.575380 0.0 0.0 0.0
H -0.379776 -3.948203 -3.345550 0.0 0.0 0.0
H -1.952528 -1.070002 1.256261 -0.1 0.0 0.7
H -4.840896 -3.639370 2.649100 0.0 0.0 0.0
H 1.456010 2.120717 4.453246 0.0 0.0 0.0
H 0.315300 4.282748 -1.794464 0.0 0.0 -0.1
H 3.686779 2.293101 -2.140718 0.0 0.0 0.0
H -0.180611 -3.959336 -5.766868 0.0 0.0 0.0
H 0.104567 0.269208 3.423263 0.0 0.0 -0.1
H 2.603009 5.114085 -1.944993 0.0 0.0 0.0
H 1.639082 -2.719313 -2.991687 0.0 0.0 0.0
H -3.435461 -0.890245 -7.326502 0.0 0.0 0.0
H 0.016979 -3.880144 1.813933 0.0 0.0 0.0
H -2.357541 -2.100415 2.401452 -0.2 -0.2 0.0
H -5.558145 0.305256 -3.804633 0.0 0.0 0.0
H 2.345534 -4.329514 -2.804977 0.0 0.0 0.0
H -1.303954 0.693514 2.416597 0.0 0.0 0.0
H -2.180195 3.167325 3.774972 0.0 0.0 0.0
H -4.027984 -1.035225 -2.430711 0.0 0.0 0.0
H 3.406276 -2.928118 -3.022633 0.0 0.0 0.0
H 4.305050 0.870197 0.120520 0.0 0.0 0.0
H -4.145417 -2.583750 3.889332 0.0 0.0 0.0
H 3.874151 -1.039538 3.328062 0.0 0.0 0.0
H -1.109765 4.377340 3.048771 0.0 0.0 -0.1
H -1.376588 0.865767 4.190213 0.0 0.1 0.0
H 2.361552 2.846268 -3.182191 0.0 0.0 0.0
H 5.456627 -0.256103 3.495812 0.0 0.0 0.0
H 2.321981 5.164685 -0.194395 0.0 0.0 0.0
H 4.246416 2.659861 3.387641 0.0 0.0 0.0
H -5.896788 -2.649011 3.677069 0.0 0.0 0.0
H -5.238654 0.411597 -6.275582 0.0 0.0 0.0
H 4.037965 -0.745662 0.802893 0.0 0.0 0.0
H 0.993377 3.814324 4.208408 0.0 0.0 0.0
H 0.030171 2.782833 5.283183 0.0 0.0 0.0
```
Forces are in eV/Å.

---

| no. | electronic energy (hartree) | strongest force on any atom (Eh/bohr) |
| --- | --- | --- |
| 1 | -2089.18164 | 0.0500 |
| 2 | -3164.96639 | 0.0546 |